DFT (wB97M-V/def2-TZVPD) results for a 4-piece molecular cluster, C21H34N3O8 overall at a distorted geometry.

Atoms and positions in Å:
1 O -2.92 -0.89 0.22
2 O 4.47 -5.16 -1.16
3 O 1.26 -3.44 1.03
4 O -1.78 3.14 -0.95
5 O 3.53 -6.71 -2.45
6 O -3.65 -2.93 0.74
7 O -2.42 5.43 -1.39
8 O 2.66 -1.89 0.27
9 N -2.13 8.72 3.19
10 N -3.10 6.58 3.85
11 N -3.62 5.45 3.38
12 C 2.05 -6.83 -4.38
13 C 2.23 -4.73 -1.81
14 C 3.91 -1.19 0.30
15 C -2.73 7.40 2.76
16 C 2.40 -3.00 0.97
17 C -2.72 -2.21 0.41
18 C -4.05 3.48 5.35
19 C 4.89 -1.77 -0.70
20 C -3.51 5.85 0.79
21 C -2.84 7.20 1.23
22 C -0.19 4.88 -0.09
23 C -1.56 4.40 -0.85
24 C 3.48 -5.56 -1.75
25 C -3.74 5.40 -0.73
26 C -1.87 0.07 0.03
27 C -1.46 0.15 -1.42
28 C 2.38 -7.37 -3.00
29 C -3.99 4.48 4.47
30 C 3.54 -3.76 1.60
31 C -3.87 5.01 2.06
32 C -1.37 -2.80 0.12
33 H 1.21 -7.37 -4.82
34 H 1.79 -5.76 -4.34
35 H 3.90 -4.51 0.89
36 H -1.21 -3.65 0.78
37 H 4.47 -1.76 -1.70
38 H -2.44 8.96 4.15
39 H -4.48 6.07 -1.30
40 H 4.32 -1.16 1.32
41 H 2.63 -8.43 -3.08
42 H 0.74 4.27 -0.46
43 H -1.34 -3.13 -0.92
44 H -2.32 0.39 -2.05
45 H 3.17 -4.26 2.50
46 H -4.10 4.28 -0.72
47 H -1.06 -0.79 -1.79
48 H -3.79 2.60 6.06
49 H 5.14 -2.81 -0.47
50 H 5.83 -1.19 -0.71
51 H -0.28 4.77 1.06
52 H -1.02 -0.14 0.69
53 H -0.55 -2.11 0.31
54 H 2.14 -4.17 -0.86
55 H 2.31 -4.01 -2.63
56 H -2.41 9.42 2.49
57 H -2.44 7.99 0.50
58 H -4.37 3.98 1.89
59 H 4.36 -3.12 1.92
60 H -0.70 0.93 -1.57
61 H 1.32 -5.31 -1.90
62 H 0.05 5.99 -0.34
63 H 3.70 -0.15 0.03
64 H 2.92 -6.92 -5.04
65 H 1.52 -7.31 -2.32
66 H -2.27 1.03 0.35

Results
Charge: +1
Electronic energy: -43163.32961 eV
LUMO level: -5.8 eV
2S+1: 1
Kohn-Sham gap: 5.378 eV

Results of the Mulliken charge analysis, in e, for atoms 1 through 6: O -0.37; O -0.59; O -0.50; O -0.41; O -0.38; O -0.60

---

DFT (wB97M-V/def2-TZVPD) results for a 9-piece molecular cluster, C38H61F18NO18 overall at a distorted geometry.

Atoms and positions in Å:
1 F 0.46 3.95 6.55
2 F 2.61 3.69 7.08
3 F -1.68 1.67 4.21
4 F -2.68 2.67 2.52
5 F 5.15 -4.00 -4.00
6 F -4.41 -4.19 -3.24
7 F -1.69 4.11 -1.02
8 F 4.52 -5.67 -5.11
9 F 1.58 5.47 7.83
10 F -2.76 5.42 -2.40
11 F -2.61 3.31 -2.86
12 F -0.35 -5.05 6.90
13 F -4.41 -3.05 -1.44
14 F 4.91 -3.67 -6.09
15 F -6.18 -3.04 -2.66
16 F 1.63 -5.87 6.83
17 F 0.16 -6.21 5.15
18 F -1.94 3.85 4.22
19 O 1.16 5.42 4.43
20 O -5.02 3.31 -1.63
21 O -3.72 2.49 5.80
22 O 4.63 -2.92 0.18
23 O -3.17 -1.87 -4.02
24 O -2.62 0.36 0.48
25 O 9.03 -3.67 -2.39
26 O 2.33 -3.68 5.33
27 O 2.20 -3.71 -5.73
28 O 2.54 -4.27 -3.52
29 O 7.06 -4.36 -0.63
30 O -5.17 -0.89 -3.65
31 O -4.21 4.55 0.10
32 O -5.06 2.35 3.85
33 O 3.25 5.77 5.52
34 O 1.68 2.93 1.17
35 O 0.03 -3.25 4.84
36 O 0.31 0.41 -0.24
37 N 1.78 0.84 -4.32
38 C -4.29 -1.88 -3.52
39 C 6.02 -4.85 0.22
40 C 1.58 0.89 -0.43
41 C 2.33 1.84 -4.28
42 C 3.10 3.08 -4.31
43 C 4.43 -4.35 -5.03
44 C 4.58 -4.28 -0.15
45 C 0.52 2.63 1.89
46 C -7.40 2.47 3.40
47 C 7.29 -5.21 -1.78
48 C 0.29 -2.13 4.09
49 C -5.27 -0.10 -6.02
50 C -2.00 -0.19 -0.75
51 C 3.44 -2.32 0.47
52 C 1.62 4.59 6.79
53 C 2.10 5.27 5.50
54 C 1.12 -4.02 5.42
55 C 7.82 -4.33 -2.89
56 C 10.16 -4.48 -2.12
57 C -7.29 3.40 -2.50
58 C -0.77 -1.71 3.06
59 C -6.35 2.25 4.48
60 C 2.93 -4.09 -4.82
61 C -2.80 4.22 -1.87
62 C 1.19 -4.07 -3.26
63 C -3.91 -0.30 0.76
64 C 0.76 -2.54 -3.27
65 C 0.62 -5.36 6.11
66 C -0.76 0.55 -1.18
67 C 1.38 7.69 3.52
68 C -5.11 0.30 -4.43
69 C -4.88 -3.09 -2.73
70 C -4.13 4.10 -1.02
71 C -2.50 2.71 3.81
72 C 1.65 2.47 -0.18
73 C -6.47 3.41 -1.23
74 C -3.87 2.61 4.61
75 C 1.48 6.20 3.22
76 H 6.32 -5.42 -2.22
77 H 11.05 -3.89 -1.89
78 H 6.20 -4.34 1.16
79 H 0.55 -4.60 -3.97
80 H -6.94 2.70 -3.26
81 H -7.36 4.44 -2.82
82 H 2.43 3.94 -4.26
83 H -0.30 -2.43 -3.06
84 H -4.58 0.36 1.32
85 H -4.15 0.78 -4.26
86 H 0.64 6.05 2.54
87 H 2.73 -2.53 -0.33
88 H 10.43 -5.14 -2.94
89 H 2.28 0.42 0.26
90 H 3.86 -4.75 0.51
91 H 1.05 3.18 -0.75
92 H -6.11 -0.79 -6.03
93 H 10.12 -4.95 -1.14
94 H -5.54 0.74 -6.67
95 H 7.26 -3.46 -3.23
96 H 1.10 -4.52 -2.28
97 H 0.38 -1.38 4.88
98 H 4.35 -4.55 -1.19
99 H 2.63 2.75 -0.59
100 H -0.30 -1.03 2.34
101 H -0.46 0.12 -2.14
102 H -8.42 2.44 3.79
103 H -3.57 -1.19 1.29
104 H -8.33 3.10 -2.36
105 H -7.22 1.68 2.67
106 H 0.64 1.57 2.13
107 H 1.44 -1.89 -2.72
108 H 2.39 5.84 2.74
109 H -1.89 -1.21 -0.39
110 H -6.68 4.36 -0.74
111 H 3.00 -2.71 1.38
112 H 0.44 3.24 2.79
113 H 3.79 3.09 -3.46
114 H -5.96 0.94 -4.17
115 H -1.68 -1.35 3.53
116 H -0.95 1.62 -1.22
117 H -6.40 1.26 4.91
118 H -7.22 3.44 2.94
119 H 7.93 -4.89 -3.83
120 H -4.42 -0.57 -6.53
121 H -0.35 2.77 1.25
122 H 1.27 -2.16 3.61
123 H -2.72 -0.39 -1.54
124 H 7.81 -6.16 -1.68
125 H 3.64 3.08 -5.25
126 H -6.32 2.98 5.29
127 H -6.68 2.60 -0.53
128 H 3.39 -1.24 0.59
129 H 0.93 -2.21 -4.29
130 H 6.06 -5.92 0.43
131 H 2.18 8.00 4.20
132 H 1.51 8.21 2.58
133 H -4.45 -0.54 -0.15
134 H 1.88 0.67 -1.45
135 H 0.43 7.94 3.99
136 H -0.98 -2.66 2.56

Results
Electronic energy: -127647.41453 eV
LUMO level: 0.1 eV
Structure (SMILES): CCOC(=O)C(F)(F)F.CCOC(=O)C(F)(F)F.CCOC(=O)C(F)(F)F.CCOC(=O)C(F)(F)F.CCOC(=O)C(F)(F)F.CCOC(=O)C(F)(F)F.COCCOCCOC.COCCOCCOC.CC#N
2S+1: 1
Kohn-Sham gap: 9.195 eV

Results of the Mulliken charge analysis, in e, for atoms 1 through 6: F -0.15; F -0.25; F -0.22; F -0.12; F -0.27; F -0.23

---

DFT (wB97M-V/def2-TZVPD) results for a 9-piece molecular cluster, ClH16O8 overall.

Atoms and positions in Å:
1 Cl 0.20 0.23 0.52
2 O 4.59 1.65 -0.09
3 O -3.61 1.71 1.10
4 O 0.67 -4.17 -1.67
5 O -0.26 -3.54 2.59
6 O -2.78 0.51 -2.62
7 O 0.14 0.09 4.84
8 O -0.33 4.31 -1.08
9 O 2.24 -0.71 -3.19
10 H 3.69 1.36 -0.24
11 H 1.65 -0.50 -2.47
12 H -3.55 0.23 -2.13
13 H 0.71 0.77 4.49
14 H -1.01 4.08 -1.72
15 H -0.39 -2.77 2.03
16 H -0.63 -4.27 2.09
17 H 1.88 -0.24 -3.94
18 H -3.40 2.14 1.93
19 H 0.15 -4.78 -1.16
20 H 4.67 2.46 -0.59
21 H 0.14 -0.59 4.16
22 H -2.83 1.18 0.91
23 H -0.27 3.54 -0.51
24 H -2.10 0.60 -1.95
25 H 0.44 -3.31 -1.32

Results
Charge: -1
Electronic energy: -29165.18270 eV
LUMO level: 2.8 eV
2S+1: 1
Kohn-Sham gap: 8.338 eV

Results of the Mulliken charge analysis, in e, for atoms 1 through 6: Cl -0.90; O -0.64; O -0.64; O -0.62; O -0.62; O -0.65

---

DFT (wB97M-V/def2-TZVPD) results for an isolated ion of composition C5H9O3 and charge -1 at a distorted geometry.

Atoms and positions in Å:
1 O 0.55 0.86 3.64
2 O 0.22 1.33 -2.28
3 O 0.85 -1.10 2.65
4 C 0.36 -0.16 0.03
5 C -0.10 0.51 1.30
6 C -0.92 -0.36 -0.92
7 C 0.35 0.20 2.60
8 C -0.32 -0.03 -2.32
9 H -1.89 0.06 -0.78
10 H 1.25 0.37 -0.56
11 H 0.84 -1.12 0.19
12 H 0.44 -0.76 -2.58
13 H -0.09 1.75 -1.45
14 H -0.87 1.25 1.19
15 H -1.09 -0.19 -3.16
16 H -1.23 -1.49 -0.71
17 H 1.64 -1.12 3.16

Results
Charge: -1
Electronic energy: -11472.23267 eV
LUMO level: 3.8 eV
Structure (SMILES): [O-]/C(O)=C/CCCO
2S+1: 1
Kohn-Sham gap: 5.812 eV

Results of the Mulliken charge analysis, in e, for atoms 1 through 6: O -0.79; O -0.55; O -0.48; C -0.58; C -0.51; C -0.81

---

DFT (wB97M-V/def2-TZVPD) results for C5H11N3 as an isolated structure at a distorted geometry.

Atoms and positions in Å:
1 N 0.80 -0.05 -0.48
2 N 0.75 -0.01 1.08
3 N 2.46 0.17 2.56
4 C -0.65 -0.97 -1.97
5 C -1.74 -0.18 0.10
6 C 0.20 1.22 -0.77
7 C -0.58 0.05 -0.74
8 C 1.84 0.58 1.49
9 H -1.20 -0.26 1.24
10 H -2.20 -1.20 0.26
11 H -1.63 -1.82 -1.32
12 H -2.68 0.74 -0.06
13 H -1.26 -0.50 -2.84
14 H 0.51 1.91 -1.62
15 H 2.17 1.56 1.09
16 H 0.54 -1.43 -2.39
17 H 0.68 -0.96 1.23
18 H -0.13 1.95 0.19
19 H 2.12 -0.78 2.96

Results
Electronic energy: -9825.17711 eV
LUMO level: 0.8 eV
2S+1: 1
Kohn-Sham gap: 9.898 eV

Results of the Mulliken charge analysis, in e, for atoms 1 through 6: N -0.44; N -0.52; N -0.71; C -0.80; C -1.35; C -0.45

---

DFT (wB97M-V/def2-TZVPD) results for an isolated ion of composition C4H9N2O and charge +1 at a distorted geometry.

Atoms and positions in Å:
1 O 2.67 1.11 0.14
2 N -0.48 0.81 -1.29
3 N 1.85 -1.15 0.13
4 C 0.22 0.17 -0.14
5 C 0.40 -1.35 -0.12
6 C 1.90 0.22 0.03
7 C -0.23 0.76 1.23
8 H -0.56 1.85 -0.95
9 H 0.03 -1.81 0.79
10 H -0.64 1.82 1.10
11 H 2.70 -1.83 0.23
12 H -0.97 0.08 1.68
13 H -1.36 0.36 -1.22
14 H 0.10 -1.96 -0.96
15 H 0.63 0.97 1.82
16 H 0.22 0.67 -2.01

Results
Charge: +1
Electronic energy: -9313.19893 eV
LUMO level: -3.9 eV
Structure (SMILES): C[C@]1([NH3+])CNC1=O
2S+1: 1
Kohn-Sham gap: 10.348 eV

Results of the Mulliken charge analysis, in e, for atoms 1 through 6: O -0.49; N -0.09; N -0.16; C 0.30; C -0.60; C 0.14

---

Question: Look up the electronic energy of the second one.
Answer: -127647.41453 eV

---

Question: Which formula does entry 5 have?
Answer: C5H11N3

---

Question: Which of these has the lowest electronic energy?
Answer: C38H61F18NO18